{"formula": "C27H20Cl5N3O4PdSi", "method": "wB97M-V/def2-TZVPD", "e_homo_ev": -0.2, "total_charge": -2, "lumo_energy_ev": 3.81, "symbols": ["Pd", "O", "C", "O", "C", "C", "C", "C", "C", "C", "N", "C", "C", "C", "C", "C", "C", "N", "H", "H", "H", "H", "H", "H", "H", "H", "H", "H", "Cl", "Si", "Cl", "Cl", "Cl", "C", "C", "C", "C", "C", "Cl", "C", "N", "C", "C", "C", "C", "C", "C", "C", "C", "O", "O", "H", "H", "H", "H", "H", "H", "H", "H", "H", "H"], "positions_angstrom": [[0.07000, 0.92380, 0.09490], [4.52870, -0.00290, -5.77090], [5.12120, -0.24100, -4.53470], [6.32050, -0.48770, -4.53970], [4.27740, -0.15810, -3.37750], [2.85900, -0.07210, -3.40450], [2.13180, 0.08470, -2.26510], [2.74850, 0.17380, -0.97650], [4.16220, -0.03060, -0.94930], [4.87880, -0.17300, -2.09630], [1.98580, 0.37910, 0.08830], [2.39770, 0.34720, 1.40340], [1.46800, 0.06180, 2.37170], [1.77490, -0.08610, 3.76640], [0.81020, -0.46880, 4.64130], [-0.48900, -0.75250, 4.16740], [-0.74640, -0.56440, 2.82440], [0.15190, -0.14840, 1.95030], [3.62290, 0.29500, -5.63080], [2.32110, -0.19170, -4.34200], [1.03810, 0.10360, -2.29870], [4.66850, -0.05580, 0.00460], [5.95290, -0.29160, -2.05930], [3.43840, 0.49930, 1.66560], [2.78380, 0.12210, 4.09590], [1.03270, -0.57120, 5.69930], [-1.27710, -1.07450, 4.83450], [-1.73930, -0.78010, 2.43210], [1.68340, 4.03960, -2.09410], [0.22040, 2.94060, -0.99430], [-1.51230, 3.96030, -1.73860], [0.44270, 3.97000, 0.90700], [-3.41650, 1.53790, 2.81760], [-3.82460, 2.92850, 1.89020], [-2.92730, 3.97780, 1.85350], [-3.24340, 5.15050, 1.18900], [-4.48330, 5.28110, 0.58920], [-5.35780, 4.21450, 0.61450], [-6.92720, 4.41100, -0.11610], [-5.05680, 2.98870, 1.21880], [-5.97360, 1.96370, 1.23320], [-5.65630, 0.58050, 1.19320], [-6.31730, -0.23540, 2.10540], [-6.12700, -1.60330, 2.09370], [-5.27850, -2.17090, 1.15510], [-4.63620, -1.36780, 0.23580], [-4.81060, 0.01530, 0.23240], [-4.07050, 0.80950, -0.79000], [-2.54340, 0.61780, -0.53420], [-1.95870, -0.31650, -1.08650], [-2.03150, 1.44700, 0.25140], [-1.96710, 3.86120, 2.33040], [-2.52850, 5.95660, 1.14250], [-4.76290, 6.18610, 0.06970], [-6.84710, 2.18880, 0.77200], [-6.97800, 0.22700, 2.82820], [-6.63160, -2.22730, 2.81840], [-5.12520, -3.24050, 1.13360], [-3.96880, -1.79180, -0.50070], [-4.29360, 1.87560, -0.74870], [-4.29030, 0.42460, -1.78690]], "forces_ev_per_a": [[-0.8, -0.1, 0.0], [0.2, -0.1, 0.3], [0.8, -0.1, -0.6], [-0.7, 0.1, -0.1], [-0.3, 0.0, 0.6], [0.4, 0.0, -0.1], [-0.5, 0.0, -0.1], [-0.3, 0.0, 0.0], [-0.1, 0.0, 0.5], [0.0, 0.0, -0.6], [-0.3, 0.4, -0.9], [0.5, -0.2, 1.3], [0.6, -0.2, -0.6], [-0.1, 0.0, 0.4], [0.3, 0.1, -0.1], [-0.6, -0.2, 0.0], [-0.3, -0.3, 0.3], [0.4, 0.5, -0.4], [0.0, 0.0, 0.1], [-0.1, 0.1, 0.0], [0.4, 0.0, 0.0], [0.0, 0.0, 0.0], [0.1, 0.0, 0.0], [0.0, 0.0, 0.0], [0.1, 0.0, 0.0], [0.1, 0.0, 0.0], [0.0, 0.0, 0.0], [0.1, 0.2, 0.0], [-0.1, -0.5, 0.0], [0.0, 0.7, 0.7], [0.2, -0.3, -0.1], [0.0, 0.3, -0.2], [0.0, 0.0, 0.5], [-0.2, 0.2, -0.1], [0.0, 0.0, 0.0], [-0.1, 0.0, 0.1], [0.2, 0.0, 0.0], [0.1, -0.1, 0.1], [-0.3, 0.0, -0.2], [0.4, 0.4, 0.3], [-0.5, 0.1, -0.1], [-0.1, -0.5, -0.2], [0.0, -0.1, 0.0], [-0.1, -0.1, 0.1], [0.0, -0.1, 0.0], [0.0, 0.1, 0.0], [-0.4, 0.0, 0.2], [0.7, 0.2, -0.1], [-1.1, -0.6, -1.0], [-0.3, -0.3, -0.3], [1.4, 0.5, 0.4], [0.1, -0.1, 0.0], [0.1, 0.0, 0.0], [0.0, 0.0, 0.0], [0.2, 0.0, 0.1], [0.1, 0.0, 0.0], [-0.1, 0.0, 0.1], [0.0, -0.1, 0.0], [0.1, 0.0, 0.0], [0.0, -0.1, -0.1], [0.0, 0.0, 0.0]], "nbo_charge": [0.67, -0.72, 0.77, -0.66, -0.35, -0.18, -0.23, 0.19, -0.33, -0.11, -0.50, -0.22, 0.12, -0.27, -0.19, -0.44, 0.09, -0.60, 0.47, 0.18, 0.22, 0.20, 0.21, 0.17, 0.19, 0.18, 0.19, 0.19, -0.46, 0.97, -0.47, -0.51, 0.04, -0.07, -0.19, -0.22, -0.22, -0.11, -0.05, 0.20, -0.65, 0.14, -0.21, -0.23, -0.22, -0.19, -0.01, -0.54, 0.80, -0.72, -0.73, 0.25, 0.22, 0.21, 0.40, 0.21, 0.20, 0.20, 0.24, 0.23, 0.23]}

{"formula": "C8H11IO2", "method": "wB97M-V/def2-TZVPD", "e_homo_ev": [-5.3, -9.9], "s_squared": 2.006, "e_above_lowest_kcal_mol": 42.7, "lumo_energy_ev": [0.64, -3.41], "spin_multiplicity": 3, "symbols": ["C", "C", "C", "C", "C", "C", "C", "C", "O", "O", "I", "H", "H", "H", "H", "H", "H", "H", "H", "H", "H", "H"], "positions_angstrom": [[2.77723, -0.74483, 0.27908], [2.81487, 0.13549, -0.48215], [-0.10651, 0.85873, -2.47904], [2.59653, -1.69054, 1.26649], [-2.91270, 0.34180, 0.51226], [-1.63101, -0.07747, -0.10879], [-0.41122, -0.12411, 0.83446], [-0.52353, 0.97310, -0.19069], [-1.27983, 1.08890, -2.67432], [0.34655, 0.76879, -1.28153], [-0.85812, 2.98033, 0.44557], [0.62040, 0.60298, -3.25041], [3.43062, -1.46178, 1.96804], [2.58966, -2.72643, 1.06042], [1.58247, -1.59338, 1.70866], [-3.34373, 1.18955, -0.03939], [-2.76387, 0.54819, 1.52617], [-3.74925, -0.51248, 0.52441], [-1.80992, -0.69350, -0.98198], [2.84906, 0.88301, -1.24644], [0.45211, -0.74960, 0.66270], [-0.66982, 0.00325, 1.94649]], "forces_ev_per_a": [[-0.2, -1.2, -0.1], [0.6, 3.1, -3.1], [-2.6, 0.0, -1.0], [-0.2, -0.6, 3.4], [-2.8, -1.7, -1.1], [1.1, 0.1, 0.6], [-1.1, -0.7, 0.8], [-0.5, -3.4, -1.3], [0.2, 0.3, -1.1], [2.0, -0.2, 2.0], [-0.4, 3.7, 1.1], [0.3, 0.2, 0.0], [-0.9, -0.6, 0.3], [0.6, -1.1, -1.0], [0.9, 0.3, 0.4], [-0.1, -0.2, 0.4], [0.0, 0.8, 1.6], [1.9, 1.6, -0.3], [0.8, -0.2, 0.0], [0.1, -0.2, 0.4], [-0.5, -0.1, -0.2], [0.6, 0.3, -1.8]], "mulliken_spin": [-0.01, 0.00, 0.01, 0.00, 0.00, -0.04, 0.07, 0.40, 0.03, 0.01, 1.46, 0.00, 0.00, 0.00, 0.00, 0.01, 0.00, 0.00, 0.03, 0.00, 0.02, 0.00]}

{"formula": "C40H47F2N5O3", "method": "wB97M-V/def2-TZVPD", "e_homo_ev": -8.1, "e_above_lowest_kcal_mol": 564.3, "lumo_energy_ev": -0.21, "smiles": "Fc1ccccc1.Fc1ccccc1.c1ccncc1.c1ccncc1.c1ccncc1.c1ccncc1.c1ccncc1.CO.CO.CO", "symbols": ["F", "C", "C", "C", "C", "C", "C", "H", "H", "H", "H", "H", "F", "C", "C", "C", "C", "C", "C", "H", "H", "H", "H", "H", "C", "C", "C", "N", "C", "C", "H", "H", "H", "H", "H", "C", "C", "C", "N", "C", "C", "H", "H", "H", "H", "H", "C", "C", "C", "N", "C", "C", "H", "H", "H", "H", "H", "C", "C", "C", "N", "C", "C", "H", "H", "H", "H", "H", "C", "C", "C", "N", "C", "C", "H", "H", "H", "H", "H", "C", "O", "H", "H", "H", "H", "C", "O", "H", "H", "H", "H", "C", "O", "H", "H", "H", "H"], "positions_angstrom": [[1.73739, 1.32936, 5.30900], [1.56718, 0.45383, 4.31727], [2.55773, 0.19501, 3.33094], [2.37109, -0.85267, 2.42088], [1.13876, -1.49305, 2.42067], [0.11892, -1.22830, 3.34571], [0.36615, -0.24554, 4.32287], [3.42090, 0.83733, 3.42461], [3.00159, -1.28347, 1.65715], [0.88092, -2.25062, 1.69541], [-0.81269, -1.76416, 3.23917], [-0.37793, -0.13838, 5.09828], [2.81731, -5.07653, -4.05103], [2.22529, -4.11391, -3.36342], [0.92785, -4.38990, -2.94630], [0.17641, -3.35369, -2.35916], [0.79695, -2.16368, -2.07000], [2.10311, -1.90879, -2.49790], [2.80333, -2.88490, -3.17726], [0.49312, -5.36361, -3.11752], [-0.86169, -3.41883, -2.06845], [0.32489, -1.44244, -1.41934], [2.55226, -0.94252, -2.32184], [3.77424, -2.68886, -3.60771], [2.40044, 2.11402, 0.37375], [2.82281, 2.96638, -0.64208], [1.97112, 3.58280, -1.54678], [0.73176, 3.06543, -1.75684], [0.32572, 2.06127, -0.93895], [1.09567, 1.62963, 0.19222], [2.99848, 1.77675, 1.20740], [3.88247, 3.16716, -0.69872], [2.31642, 4.38804, -2.17826], [-0.60392, 1.51464, -0.99690], [0.51581, 0.99319, 0.84421], [2.54510, 0.59657, -1.70986], [1.54300, 0.33631, -2.63913], [1.76540, 0.69157, -3.95354], [2.94403, 1.21109, -4.32465], [3.87325, 1.43478, -3.43073], [3.65790, 1.24985, -2.08566], [2.32895, 0.44378, -0.66279], [0.70195, -0.20420, -2.23062], [1.01267, 0.57387, -4.71901], [4.60655, 2.11936, -3.83077], [4.34564, 1.63103, -1.34532], [-1.28473, 1.96263, 2.37204], [-1.23925, 0.68352, 2.93313], [-1.60248, 0.47460, 4.25158], [-2.20983, 1.45048, 4.95948], [-2.29098, 2.73114, 4.42501], [-1.90198, 2.95925, 3.12679], [-0.83487, 2.14861, 1.40797], [-0.97900, -0.14544, 2.29166], [-1.38869, -0.48558, 4.69739], [-2.79908, 3.51104, 4.97271], [-2.03131, 3.96085, 2.74405], [-3.09286, 2.42328, 0.90129], [-3.56337, 3.74460, 0.83174], [-3.08176, 4.57612, -0.18183], [-2.06269, 4.23706, -1.01450], [-1.63414, 2.94118, -0.93593], [-2.18463, 2.00962, -0.05827], [-3.43809, 1.83023, 1.73524], [-4.33317, 4.04289, 1.52805], [-3.49838, 5.57186, -0.21843], [-0.83060, 2.70535, -1.61795], [-1.72249, 1.03390, -0.03001], [-2.72325, -2.31005, -0.87670], [-3.28587, -3.07670, -1.89976], [-2.79773, -2.90071, -3.16700], [-2.06286, -1.83684, -3.51074], [-1.48141, -1.04153, -2.55434], [-1.74805, -1.29424, -1.21844], [-2.98789, -2.35626, 0.16935], [-3.96897, -3.86617, -1.62317], [-3.24521, -3.44954, -3.98244], [-0.73557, -0.34908, -2.91579], [-1.19175, -0.72617, -0.48752], [0.35064, -0.67280, -0.08248], [-0.61403, 0.29149, 0.31487], [1.01883, -0.72717, 0.77698], [-0.11714, -1.64002, -0.26627], [1.03488, -0.34950, -0.86694], [-1.16769, -0.03035, 1.03003], [-3.31669, -0.48730, 1.85402], [-2.99262, 0.06352, 0.55823], [-3.53682, 0.28765, 2.58826], [-4.10901, -1.23507, 1.81983], [-2.40493, -0.86262, 2.31869], [-3.82065, 0.17561, 0.08559], [2.19596, -2.89953, 0.34831], [1.02010, -3.52648, 0.69569], [2.32171, -3.02511, -0.72710], [2.22970, -1.84557, 0.62422], [3.11858, -3.35332, 0.71021], [1.13776, -4.47833, 0.65418]], "forces_ev_per_a": [[0.5, 0.4, -0.1], [-0.4, -1.7, -1.3], [-0.4, 0.3, 1.0], [-0.8, 0.8, 1.3], [-1.6, -0.6, 2.2], [3.4, -0.6, 0.4], [4.2, -1.8, 0.8], [0.4, -0.3, -0.3], [1.2, 1.3, 0.8], [0.1, 0.4, 1.2], [0.0, -0.2, 0.4], [3.7, 0.3, 1.2], [1.0, -0.6, -0.5], [-1.8, 0.0, 0.3], [-0.7, 0.8, 0.4], [1.0, -0.8, 0.1], [1.3, -0.9, -1.6], [0.2, -2.3, -0.3], [0.6, 0.1, -0.4], [0.0, -0.1, -0.2], [0.3, -0.7, 0.0], [0.7, -2.3, -3.3], [0.6, -2.7, -0.2], [0.2, 0.0, 0.1], [-2.2, 1.1, -0.5], [1.0, 1.5, 1.7], [-1.6, -2.0, -0.1], [2.0, 0.1, 0.7], [5.9, -1.3, 2.3], [1.5, 3.9, 0.6], [0.3, 0.1, -0.2], [-0.1, 1.0, 0.4], [-0.2, 0.0, -0.2], [2.2, -0.6, -1.2], [2.6, 1.9, 0.7], [-0.6, 0.8, -0.3], [0.0, 2.6, -0.6], [0.1, 0.1, 0.5], [-1.0, -0.4, -1.1], [-0.3, 1.7, -0.8], [1.7, -0.7, 0.1], [1.0, -0.7, -0.8], [0.2, 1.3, -1.6], [0.0, -0.1, -0.1], [0.9, -0.4, 0.3], [0.4, -0.8, -0.4], [1.0, -1.2, 2.0], [-0.3, 3.0, -1.7], [-5.1, 3.1, -0.2], [0.8, 0.2, -0.1], [-0.1, -2.6, -0.8], [1.2, 1.2, 1.3], [-0.1, 0.2, 0.8], [0.5, 1.0, 1.4], [-4.0, -0.2, -0.5], [0.1, -0.2, 0.4], [0.2, 0.0, -0.1], [-1.7, 2.2, -1.3], [0.1, -1.2, -0.8], [1.1, -0.5, 0.2], [-1.3, -0.4, 0.9], [-4.3, 3.6, -0.5], [-0.3, 2.5, -1.5], [-0.2, 0.1, -0.7], [0.0, 0.4, 0.0], [0.2, 0.3, -0.4], [-4.2, 2.1, -1.2], [-2.0, 2.7, -1.2], [1.3, 1.7, -1.3], [0.7, -0.2, 2.4], [-0.8, 2.1, -1.0], [1.0, 0.4, 0.1], [-2.4, -2.5, -0.9], [-2.8, -1.5, -1.3], [-0.2, -0.5, -0.1], [-0.2, -0.1, -0.3], [0.3, -0.3, -0.2], [-0.7, 0.3, -0.2], [-3.9, -1.2, -2.1], [2.6, 0.3, 4.6], [0.9, -4.6, 1.2], [-0.4, 0.0, -1.0], [0.7, 0.3, 1.9], [-1.5, 0.4, 1.3], [0.1, -0.5, -0.4], [-0.4, -0.3, -0.2], [-2.7, -3.6, 3.0], [-0.8, 0.1, -0.2], [0.0, 0.0, 0.0], [-0.9, -1.1, -0.7], [0.0, 0.1, -0.2], [2.5, -0.7, -2.3], [-1.2, -1.3, 0.4], [0.1, 0.4, 0.4], [-0.3, -1.2, -1.1], [-0.1, -0.2, 0.9], [-0.1, -0.1, -0.1]], "mulliken_charge": [-0.38, 0.16, -1.30, 0.34, -0.18, -1.14, -0.29, 0.53, 0.65, 0.95, 0.84, 0.27, -0.38, -0.17, -1.00, -0.27, 2.39, 0.44, -0.96, 0.51, 0.44, -1.99, -0.56, 0.56, -0.67, -0.45, -1.22, -0.68, 1.92, 0.38, 0.22, 0.70, 0.42, 0.83, 0.21, 0.55, -0.21, 0.18, -0.67, -1.18, -1.09, 1.01, -0.94, 0.51, 0.42, 0.81, -0.35, -0.18, 0.38, -0.87, -1.00, -0.05, 0.50, -0.38, 0.46, 0.43, 0.55, -0.74, -0.48, -0.71, -0.83, -1.34, 0.94, 0.82, 0.45, 0.39, 0.77, -0.31, -1.18, -0.74, -0.71, -0.74, -0.67, 1.70, 0.39, 0.43, 0.40, 0.41, 1.30, -0.67, -0.70, -0.48, 0.70, 1.32, -0.17, -1.49, -0.92, 0.43, 0.53, 0.97, 0.54, 0.50, -0.55, 0.27, -0.67, 0.51, 0.35]}